Molecular formula: C4H8OS
Method: DFT, ωB97M-V/def2-TZVPD

The geometry in XYZ format:
```
14
Properties=species:S:1:pos:R:3:forces:R:3:lowdin_charge:R:1
C 0.29638 -0.35611 -0.79374 4.008 0.295 -0.875 -0.357
C -1.65936 -0.20527 0.41125 0.713 0.839 0.806 -0.238
C 1.46131 2.06425 -0.33953 -1.666 -1.217 0.051 -0.348
C -0.35318 -0.92269 0.35489 -0.196 0.799 2.936 -0.278
O -1.23275 1.16137 0.22910 -2.300 0.555 1.561 -0.432
S 0.01814 1.44972 -0.81568 0.977 -0.354 -1.527 0.957
H -0.23815 -0.73908 -1.62343 0.291 -0.419 -1.549 0.076
H 1.46121 -0.55098 -0.72648 -2.451 0.400 -0.949 0.146
H -2.16178 -0.35550 1.39012 0.117 0.509 -0.701 0.137
H -2.26849 -0.54658 -0.40937 -0.680 0.117 -0.337 0.112
H 1.84387 1.48553 0.47004 1.065 0.177 0.601 -0.008
H 1.54220 3.11495 -0.45228 0.248 0.730 0.158 -0.022
H 0.22312 -0.59409 1.26318 -0.536 -1.064 -0.456 0.143
H -0.56431 -1.95175 0.24160 0.410 -1.369 0.281 0.113
```
Forces are in eV/Å.

Its energy above the lowest of the compared OMol25 structures with the same formula, charge and spin is 305.9 kJ/mol. The net charge is 0.


Molecular formula: C4H8OS
Method: DFT, ωB97M-V/def2-TZVPD

The geometry in XYZ format:
```
14
Properties=species:S:1:pos:R:3:forces:R:3:lowdin_charge:R:1
C -1.30823 -0.54765 0.50738 -1.396 0.107 -0.712 -0.084
C 0.17451 -0.37850 0.45072 1.674 -0.118 0.307 -0.455
C 0.64128 1.09388 0.34879 -0.969 0.703 -0.444 -0.201
C 0.62800 -1.08622 -0.80919 0.476 -3.003 -0.860 -0.598
H -1.67101 -0.34776 -0.51478 -0.345 -0.007 0.461 0.086
H -1.69180 -1.53954 0.80706 0.616 0.326 -0.156 0.096
H -1.75469 0.18304 1.16819 -0.178 0.227 0.217 0.078
H 0.63922 -0.86319 1.33586 -0.013 0.349 -0.608 0.132
H 0.09410 1.78195 1.05610 0.468 -0.822 -0.451 0.131
H 1.71576 1.21912 0.48760 0.024 -0.305 0.255 0.116
H 0.54789 2.36112 -1.23828 0.043 -0.226 0.428 0.095
H 0.09127 -0.84399 -1.79452 1.005 0.020 1.638 0.088
O 0.32031 1.45010 -1.01092 -0.119 0.366 -0.012 -0.102
S 1.57341 -2.48236 -0.79402 -1.284 2.383 -0.063 0.618
```
Forces are in eV/Å.

Its energy above the lowest of the compared OMol25 structures with the same formula, charge and spin is 133.3 kJ/mol. The net charge is 0.


Molecular formula: C4H8OS2
Method: DFT, ωB97M-V/def2-TZVPD

The geometry in XYZ format:
```
15
Properties=species:S:1:pos:R:3:forces:R:3:lowdin_charge:R:1
C 0.89136 -0.77926 0.69687 -1.848 -1.072 4.830 -0.635
C 0.02122 0.39124 0.23677 3.409 -0.295 -2.996 -0.468
C -1.44604 0.55396 0.29904 -1.972 -0.475 1.353 -0.417
C 1.00158 1.44088 -0.32890 -6.421 1.876 1.926 -0.128
H 0.89168 -1.48659 -1.72300 0.306 -1.497 3.334 0.036
H 0.55836 -1.38546 1.75786 0.456 2.186 -2.452 0.150
H 1.92726 -0.59731 0.89861 0.307 1.355 0.192 0.044
H -1.71408 0.36029 1.38831 0.138 1.204 -1.108 0.078
H -1.88638 1.55710 -0.14707 1.174 -2.215 0.980 0.130
H -1.59668 -1.39071 -1.26264 -0.113 0.117 0.041 -0.186
H 0.46774 2.43484 -0.11616 0.621 -0.840 -1.681 0.137
H 1.91658 1.54775 0.08735 3.378 -0.757 0.448 0.076
O 0.48933 0.50597 -1.21702 0.131 1.169 0.634 -0.131
S 0.91548 -2.15715 -0.27739 -0.343 -1.978 -5.451 0.665
S -2.43740 -0.99556 -0.29262 0.778 1.221 -0.050 0.652
```
Forces are in eV/Å.

Its energy above the lowest of the compared OMol25 structures with the same formula, charge and spin is 423.0 kJ/mol. The net charge is 0.


Number 1: Kohn-Sham gap 9.3 eV. Number 2: Kohn-Sham gap 8.4 eV. Number 3: Kohn-Sham gap 9.1 eV.